[1]
DFT (ωB97M-V/def2-TZVPD) results for the molecule C5H4Cl2S2 at a distorted geometry.

Properties
Spin multiplicity: 3
Kohn-Sham gap (spin up / spin down) in hartree: 0.2484 / 0.2504

Last columns: bonded neighbours and bond lengths (Å).
Atoms and positions in Å:
1 C 1.70387 0.48606 -0.17368  C3 1.330, S6 1.780, H10 1.119
2 C -0.01126 0.47688 -1.93743  C3 1.449, S7 1.633
3 C 0.91472 1.12632 -1.03134  C1 1.330, C2 1.449, Cl8 1.675
4 C 1.02385 -1.41266 1.27873  S6 1.649, Cl9 1.709
5 C -1.83844 -0.02004 0.24694  S7 1.772, H11 1.041, H12 1.037, H13 1.149
6 S 1.61842 -1.29040 -0.25472  C1 1.780, C4 1.649
7 S -1.47697 -0.08373 -1.48623  C2 1.633, C5 1.772
8 Cl 0.76575 2.79187 -0.92783  C3 1.675
9 Cl 0.80748 -2.95583 1.98163  C4 1.709
10 H 2.39300 0.92056 0.59399  C1 1.119
11 H -0.98174 -0.05795 0.83687  C5 1.041
12 H -2.41610 -0.86896 0.39309  C5 1.037
13 H -2.50257 0.88788 0.47999  C5 1.149

---

[2]
DFT (ωB97M-V/def2-TZVPD) results for a cluster of 6 separate species, C19H40FO9P in total at a distorted geometry.

Properties
Spin multiplicity: 1
Kohn-Sham gap in hartree: 0.3580
Structure (SMILES): CCO[P@@](=O)(O)O[C@H](C)F.CC(C)=O.CC(C)=O.CC(C)=O.CC(C)=O.CC(C)=O

Last columns: bonded neighbours and bond lengths (Å).
Atoms and positions in Å:
1 C 8.60338 -2.34955 1.31869  C2 1.642, H11 1.193, H12 1.170, H13 1.193
2 C 7.11237 -1.71250 1.57575  C1 1.642, O3 1.487, H14 1.193, H15 1.194
3 O 5.99330 -2.58536 1.13242  C2 1.487, P4 1.742
4 P 4.87798 -1.63462 0.19169  O3 1.742, O5 1.580, O6 1.776, O7 1.741
5 O 4.51487 -0.33704 1.01710  P4 1.580
6 O 5.79818 -1.06596 -1.21697  P4 1.776, H16 1.013
7 O 3.51750 -2.50944 -0.45209  P4 1.741, C8 1.471
8 C 2.57683 -2.93923 0.59421  O7 1.471, C9 1.661, F10 1.503, H17 1.194
9 C 1.61051 -1.71788 1.17026  C8 1.661, H18 1.190, H19 1.170, H20 1.194
10 F 3.21849 -3.73482 1.69628  C8 1.503
11 H 9.36354 -1.67393 1.94198  C1 1.193
12 H 8.74270 -3.45147 1.68665  C1 1.170
13 H 8.95962 -2.28787 0.18209  C1 1.193
14 H 7.03985 -1.43176 2.73323  C2 1.193
15 H 7.10475 -0.65893 1.01460  C2 1.194
16 H 5.71945 -0.05693 -1.18686  O6 1.013
17 H 1.82680 -3.70407 0.06701  C8 1.194
18 H 2.13840 -1.33429 2.16530  C9 1.190
19 H 0.49324 -2.03058 1.32234  C9 1.170
20 H 1.74953 -0.82249 0.39327  C9 1.194
21 C -3.23092 -2.36446 0.22038  C22 1.505, H25 1.095, H26 1.093, H27 1.093
22 C -2.76264 -2.72027 1.60603  C21 1.505, C23 1.505, O24 1.230
23 C -3.68464 -2.40283 2.75280  C22 1.505, H28 1.093, H29 1.093, H30 1.095
24 O -1.66874 -3.25025 1.79391  C22 1.230
25 H -2.46370 -2.65108 -0.50674  C21 1.095
26 H -4.15181 -2.90568 -0.01106  C21 1.093
27 H -3.39483 -1.28624 0.14911  C21 1.093
28 H -4.62565 -2.94566 2.63421  C23 1.093
29 H -3.86874 -1.32634 2.79433  C23 1.093
30 H -3.21593 -2.71478 3.69228  C23 1.095
31 C 5.14941 2.74644 -3.53135  C32 1.505, H35 1.095, H36 1.093, H37 1.093
32 C 6.26041 2.75917 -2.51576  C31 1.505, C33 1.505, O34 1.230
33 C 7.40704 3.70499 -2.75367  C32 1.505, H38 1.093, H39 1.093, H40 1.095
34 O 6.23221 2.02507 -1.52930  C32 1.230
35 H 4.39071 2.01630 -3.23010  C31 1.095
36 H 4.68329 3.73356 -3.58458  C31 1.093
37 H 5.54332 2.45817 -4.50922  C31 1.093
38 H 7.04155 4.73471 -2.77228  C33 1.093
39 H 7.90150 3.45942 -3.69688  C33 1.093
40 H 8.13405 3.60565 -1.94053  C33 1.095
41 C -6.77885 -1.09934 -0.50589  C42 1.505, H45 1.095, H46 1.093, H47 1.093
42 C -6.69893 -0.83555 0.97395  C41 1.505, C43 1.505, O44 1.230
43 C -7.96484 -0.41874 1.67372  C42 1.505, H48 1.093, H49 1.093, H50 1.095
44 O -5.63993 -0.95618 1.58777  C42 1.230
45 H -5.79043 -1.39130 -0.87637  C41 1.095
46 H -7.48026 -1.91457 -0.70067  C41 1.093
47 H -7.09431 -0.19267 -1.02832  C41 1.093
48 H -8.71903 -1.20354 1.57605  C43 1.093
49 H -8.33311 0.51822 1.24839  C43 1.093
50 H -7.75683 -0.26285 2.73771  C43 1.095
51 C 4.97671 7.70572 -1.55416  C52 1.505, H55 1.095, H56 1.093, H57 1.093
52 C 5.43227 7.48255 -2.97140  C51 1.505, C53 1.505, O54 1.230
53 C 6.01231 8.66063 -3.70734  C52 1.505, H58 1.093, H59 1.093, H60 1.095
54 O 5.33451 6.37983 -3.50737  C52 1.230
55 H 4.58062 6.76870 -1.14847  C51 1.095
56 H 5.82142 8.02425 -0.93811  C51 1.093
57 H 4.18464 8.45850 -1.53277  C51 1.093
58 H 6.90305 9.02169 -3.18728  C53 1.093
59 H 5.26639 9.45591 -3.78186  C53 1.093
60 H 6.29778 8.35192 -4.71869  C53 1.095
61 C -10.98160 -4.42385 0.57988  C62 1.505, H65 1.095, H66 1.093, H67 1.093
62 C -10.99688 -3.60092 1.84022  C61 1.505, C63 1.505, O64 1.230
63 C -11.83526 -4.10180 2.98572  C62 1.505, H68 1.093, H69 1.093, H70 1.095
64 O -10.34899 -2.55934 1.93060  C62 1.230
65 H -10.33487 -3.94143 -0.16071  C61 1.095
66 H -10.58744 -5.42095 0.79189  C61 1.093
67 H -11.99210 -4.49329 0.16932  C61 1.093
68 H -11.47920 -5.08445 3.30488  C63 1.093
69 H -12.88376 -4.15689 2.68232  C63 1.093
70 H -11.75022 -3.40737 3.82843  C63 1.095